# 1
Below is a cluster of 4 separate species, C25H48F5N3O11S in total at a distorted geometry, with properties calculated with wB97M-V/def2-TZVPD.

Its SMILES is CC1=C(S(=O)(=O)C(F)(F)C(F)(F)F)C(=O)OC1=O.COCCNCCOC.COCCNCCOC.COCCNCCOC. For the maximum force, the calculation gives 2.30 eV/Å. The value obtained for the HOMO-LUMO gap is 7.47 eV.

Structure (XYZ):
```
93
Properties=species:S:1:pos:R:3:mulliken_charge:R:1
F -2.715 -2.311 -6.795 -0.287
C -0.821 -3.528 -5.111 1.189
C 0.059 -4.474 -5.398 0.107
C -0.682 4.101 0.324 -0.834
H 2.606 -3.737 1.431 0.336
H -1.871 10.012 2.081 0.352
H 1.063 -2.884 1.287 0.165
C 0.142 -4.857 -1.656 -0.570
H 1.925 5.317 1.596 0.140
H 1.341 5.397 -0.065 0.339
H -2.597 6.237 1.571 0.142
H 0.812 0.749 1.203 0.385
C 1.102 -3.725 -6.186 -0.010
H 3.215 0.758 2.860 0.102
H 0.088 -5.817 -1.138 0.344
F -3.789 -4.018 -8.441 -0.267
H -2.332 -5.287 2.175 0.397
O -1.115 -4.463 -2.183 -0.188
C -3.306 -3.375 -6.281 0.567
C 5.252 2.107 4.150 -0.724
H -0.062 9.549 0.604 0.400
H -1.272 4.812 -0.263 0.364
H -2.695 -2.943 -0.679 0.419
H 5.973 2.752 3.638 0.348
H 0.839 -4.952 -2.493 0.340
C -0.045 -5.940 -5.227 -1.362
H 1.629 0.844 5.314 0.303
H 2.053 -0.729 6.014 0.307
O 0.975 -4.897 1.809 -0.350
H -0.246 -0.643 2.819 0.443
H -0.296 -6.509 -6.113 0.330
H -0.955 8.729 2.844 0.342
N -1.633 -3.832 0.848 -0.147
O -2.836 -5.138 -4.403 -0.646
H -3.559 -4.230 0.146 0.418
H 5.155 1.164 3.602 0.303
C -0.867 8.808 0.651 -0.700
O 1.670 -4.173 -7.106 -0.464
H 3.069 -0.059 4.746 0.196
C 1.062 5.577 0.977 -0.418
N 2.603 1.188 2.180 -0.380
O 4.002 2.753 4.300 -0.375
H 1.719 -3.287 2.899 0.429
H 0.148 0.842 3.659 0.360
H -0.690 -6.096 -4.373 0.325
S -2.505 -3.784 -4.647 1.344
C 1.452 0.310 1.975 -0.688
C 3.480 3.292 3.091 -0.814
H -3.617 6.597 2.957 0.331
H -1.857 6.718 3.131 0.281
C 0.591 -0.042 3.187 -0.660
C -0.248 -4.951 2.535 -0.705
H 1.773 3.071 1.819 0.149
H 0.542 -4.090 -0.991 0.038
H 0.428 7.135 2.268 0.189
N -0.315 7.498 0.312 -0.314
H 0.023 3.584 -0.334 0.388
C 2.252 2.529 2.636 0.295
H 1.553 2.496 3.481 0.121
O 0.936 -2.321 -6.128 -0.359
C -2.694 6.881 2.448 -0.507
H -0.208 -5.853 3.153 0.420
F -3.841 -5.566 -7.028 -0.239
O -0.011 4.739 1.396 -0.329
F -4.557 -3.117 -6.111 -0.240
O -2.995 -2.799 -3.767 -0.658
H 1.843 -0.625 1.566 0.366
C -2.237 -4.886 -1.410 -0.504
C 2.036 -0.145 5.093 -0.606
H -1.070 6.825 0.311 0.076
C -0.027 -2.243 -5.142 0.100
H 5.633 1.885 5.145 0.244
O -2.815 8.240 2.066 -0.438
H -1.576 9.062 -0.141 0.373
H -1.363 3.365 0.749 0.217
H 3.181 4.321 3.312 0.298
C -3.209 -4.475 -7.356 0.651
C 1.613 -3.633 1.868 -0.663
H -3.087 -4.881 -2.087 0.364
C 0.731 7.036 1.218 -0.319
O 0.021 -1.533 -4.213 -0.425
H -0.745 -3.525 0.475 -0.079
C -1.431 -5.069 1.595 -0.222
O 1.244 -0.851 4.152 -0.402
C -1.597 8.958 1.985 -0.461
H -2.111 -5.926 -1.087 0.472
H 1.630 7.639 1.061 0.384
C -2.583 -3.946 -0.259 -1.018
H -0.359 -4.095 3.207 0.291
H -1.236 -5.919 0.927 0.180
F -1.969 -4.774 -7.663 -0.220
H 0.941 -6.252 -4.877 0.420
H 4.239 3.331 2.303 0.402
```


# 2
Below is a cluster of 3 separate species, C25H48N2O8S in total at a distorted geometry, with properties calculated with wB97M-V/def2-TZVPD.

For the maximum force, the calculation gives 9.04 eV/Å. The value obtained for the HOMO-LUMO gap (alpha / beta) is 8.82 / 9.06 eV. The multiplicity is 3.

Structure (XYZ):
```
84
Properties=species:S:1:pos:R:3:lowdin_spin:R:1
C 5.537 -1.549 0.432 0.001
C 4.989 -0.999 3.477 0.001
C -4.311 3.010 -2.534 0.001
H -1.750 1.844 -6.015 0.001
H 5.747 -0.380 3.001 0.000
H -3.427 3.448 -5.245 0.000
H -3.996 2.816 -1.502 0.001
O -3.876 -0.535 -3.554 0.617
H -0.373 2.116 -3.401 0.000
H 2.775 1.957 1.114 0.000
C -4.781 0.750 1.957 0.000
H 3.891 -2.886 0.768 0.003
H -3.909 -1.323 1.313 0.000
C -2.237 1.083 -4.019 0.021
O -6.781 2.035 1.421 0.000
H -0.804 -1.402 1.469 0.000
C -4.604 1.683 -3.288 0.022
H -0.862 -0.376 -3.086 0.000
C -6.401 0.605 1.670 0.000
C -3.763 2.460 -5.579 0.001
H -6.278 0.248 -3.046 -0.001
C 2.221 1.295 1.919 0.000
H 3.638 -3.105 4.497 0.000
H -0.111 1.227 2.735 0.000
C -1.183 -0.070 -4.089 -0.001
H 5.873 -0.561 0.766 0.000
H -6.829 0.310 2.733 0.000
C -4.969 2.007 -4.762 0.013
H -6.680 1.889 -2.572 0.000
C 7.063 -2.926 1.992 0.021
C 3.424 -2.867 3.449 -0.001
H -4.276 -1.200 3.202 0.000
H -1.548 -0.954 -4.622 -0.001
H -0.182 1.667 0.884 0.000
C -5.876 1.142 -2.562 -0.001
H -1.667 3.217 -3.810 0.000
H -1.686 2.320 -2.274 0.001
H 7.614 -1.689 3.736 0.001
S -5.529 3.097 1.996 0.000
H -3.553 3.629 -3.010 0.000
H -4.388 1.083 0.889 0.000
H 4.093 -0.368 3.525 0.000
O 1.302 0.204 1.482 0.000
H -5.207 3.641 -2.486 0.000
H -2.926 0.544 -6.023 0.002
C -1.460 2.250 -3.346 0.002
H -5.409 1.123 -5.243 0.003
H -5.739 2.787 -4.800 0.001
H -1.706 -0.107 0.330 0.000
C 8.117 -4.079 1.922 -0.001
O -4.758 1.869 2.955 0.000
C 4.696 -2.326 2.723 0.022
C 4.331 -2.002 1.249 0.013
H 8.927 -1.893 2.610 0.000
O 5.424 -4.544 2.457 0.618
C -0.046 0.785 1.641 0.000
C 6.676 -2.558 0.531 0.012
H -1.943 -0.695 3.602 0.000
H -2.286 1.029 2.920 0.000
H 7.550 -2.165 -0.004 0.001
N -3.437 0.745 -3.177 0.305
O -5.961 4.254 2.950 0.000
O -4.585 3.687 0.889 0.000
H 3.561 -1.222 1.211 0.001
H 7.752 -4.963 1.389 -0.001
H -6.771 0.025 0.723 0.000
C -3.884 -0.589 2.254 0.000
H 6.374 -3.465 -0.012 0.003
H -4.058 2.580 -6.628 0.001
O 2.430 1.632 3.207 0.000
H 7.633 -0.792 2.201 0.000
C 7.840 -1.759 2.665 0.001
N 5.863 -3.264 2.833 0.305
H 2.620 -2.120 3.439 0.000
H 5.304 -1.194 4.509 0.001
H 9.012 -3.748 1.377 0.000
H 5.242 -1.429 -0.617 0.001
C -2.624 1.451 -5.480 0.013
H -5.662 0.904 -1.513 0.000
H 3.022 -3.761 2.965 -0.001
H 8.438 -4.385 2.925 0.000
C -1.265 -0.329 1.399 0.000
C -2.330 -0.128 2.629 0.000
H -0.288 0.261 -4.634 0.000
```


no.,E_tot (a.u.)
1,-2870.5791
2,-2090.5656